No. 1
Density functional theory data (wB97M-V/def2-TZVPD) for the molecule C6H16BN.

XYZ file:
```
24
Properties=species:S:1:pos:R:3:mulliken_charge:R:1
C -2.26 1.45 -0.05 -1.5045
C -0.82 1.10 -0.54 0.1724
C 0.17 2.24 -0.12 -1.2615
B -0.42 -0.50 -0.05 0.1867
N -1.40 -1.47 0.05 -0.3925
C 1.11 -0.71 0.27 0.4884
C 1.23 -2.14 0.82 -1.5185
C 1.85 -0.42 -1.11 -1.2367
H -2.67 0.74 0.59 0.3868
H -2.95 1.68 -0.87 0.3028
H -2.23 2.33 0.59 0.3903
H -0.75 1.04 -1.59 0.4169
H -0.28 3.25 0.15 0.3494
H 0.74 1.90 0.71 0.2981
H 0.85 2.42 -0.94 0.3345
H -2.27 -1.51 -0.35 0.2183
H -1.17 -2.45 0.01 0.2114
H 1.54 0.10 0.87 0.1856
H 0.51 -2.25 1.64 0.3434
H 2.28 -2.24 1.20 0.3763
H 0.93 -2.75 -0.04 0.3059
H 1.39 0.44 -1.55 0.3222
H 2.85 0.23 -0.99 0.3036
H 1.91 -1.24 -1.81 0.3207
```

ΔE to the lowest compared entry with this formula, charge and spin: 0.0 kcal/mol
HOMO: -0.3338 Ha
structure (SMILES): CC(C)B(N)C(C)C
F_max: 4.04 eV Å⁻¹
LUMO energy: 0.592 eV



No. 2
Density functional theory data (wB97M-V/def2-TZVPD) for a cluster of 6 separate species, C6H16Cl4N4O8 in total.

XYZ file:
```
38
Properties=species:S:1:pos:R:3:mulliken_charge:R:1
C 3.91 2.00 1.21 -0.5622
N 2.82 2.33 0.26 0.8920
O 2.13 1.43 -0.15 -0.5322
O 2.74 3.48 -0.11 -0.5342
H 4.85 1.92 0.66 0.3185
H 3.70 1.03 1.63 0.0712
H 4.00 2.82 1.92 0.3070
C 2.74 -1.63 3.33 -0.5703
N 2.86 -2.53 4.46 0.9106
O 2.09 -3.47 4.52 -0.5454
O 3.71 -2.28 5.32 -0.5399
H 3.19 -0.68 3.63 0.2628
H 1.68 -1.56 3.09 0.1554
H 3.32 -2.01 2.50 0.3251
C -3.15 0.82 -4.37 -0.2790
N -4.39 1.60 -4.49 0.9080
O -4.53 2.59 -3.86 -0.5365
O -5.23 1.11 -5.24 -0.5445
H -2.43 1.39 -3.79 0.2670
H -2.78 0.58 -5.37 0.2770
H -3.29 -0.07 -3.76 -0.1236
C -0.82 1.62 2.72 -0.7498
N 0.52 2.22 2.68 0.9188
O 0.64 3.34 2.24 -0.5268
O 1.44 1.52 3.08 -0.4702
H -1.47 2.27 3.31 0.2772
H -0.79 0.59 3.07 0.2641
H -1.12 1.69 1.68 0.2989
Cl -4.09 -2.42 -2.72 -0.1233
C -3.01 -3.57 -3.48 -0.2839
Cl -1.34 -2.92 -3.56 -0.1464
H -3.03 -4.47 -2.88 0.2986
H -3.35 -3.73 -4.50 0.2887
Cl -1.61 -0.20 -1.37 -0.1147
C -0.22 -1.03 -0.69 0.0483
Cl -0.38 -1.45 1.03 -0.1965
H 0.03 -1.93 -1.24 0.2613
H 0.65 -0.39 -0.77 0.0290
```

ΔE to the lowest compared entry with this formula, charge and spin: 12.1 kcal/mol
HOMO: -0.4053 Ha
structure (SMILES): C[N+](=O)[O-].C[N+](=O)[O-].C[N+](=O)[O-].C[N+](=O)[O-].ClCCl.ClCCl
F_max: 2.42 eV Å⁻¹
LUMO energy: -0.087 eV



No. 3
Density functional theory data (wB97M-V/def2-TZVPD) for a structure of composition C6H16ClIN2OPPrS.

XYZ file:
```
30
Properties=species:S:1:pos:R:3:mulliken_charge:R:1
C 2.67 -1.58 -0.61 -0.6605
I 3.42 1.10 -0.56 -0.0267
H 1.59 -1.33 -0.74 -0.0246
H 2.77 -2.64 -0.31 0.3150
H 3.21 -1.31 -1.52 0.4550
Pr -1.35 1.03 1.17 1.1041
P -0.60 0.45 -1.67 0.6527
C 0.65 0.88 -2.96 -1.1246
C -1.40 -0.88 -2.67 -1.1619
H -2.76 1.62 -1.62 0.4720
H -1.96 1.67 -3.23 0.4097
H -1.37 2.74 -1.92 0.4552
C -1.80 1.76 -2.15 -1.4371
H -2.32 -1.20 -2.16 0.3507
H -1.65 -0.49 -3.67 0.4238
H 0.17 1.03 -3.95 0.4213
H 1.39 0.08 -3.06 0.3186
H -0.73 -1.75 -2.79 0.3714
H 1.18 1.80 -2.67 0.3237
C 3.19 -0.78 0.51 0.3845
O 3.32 -1.02 1.69 -0.4442
Cl -3.04 -0.85 1.06 -0.2600
N -0.47 -0.88 4.87 -0.3988
C -0.39 -0.20 3.69 0.5743
N -1.11 1.07 3.75 -0.6085
S 0.33 -0.78 2.28 -0.1669
H -0.18 -0.33 5.68 0.2982
H -0.15 -1.85 4.88 0.2802
H -0.64 1.76 4.38 0.3544
H -1.98 0.90 4.30 0.3488
```

multiplicity: 3
ΔE to the lowest compared entry with this formula, charge and spin: 0.0 kcal/mol
HOMO (alpha / beta): -0.5489 / -0.5489 Ha
F_max: 2.72 eV Å⁻¹
LUMO energy (alpha / beta): -8.621 / -8.080 eV
total charge: +2
<S²>: 2.004



No. 4
Density functional theory data (wB97M-V/def2-TZVPD) for a structure of composition C6H16CsO2.

XYZ file:
```
25
Properties=species:S:1:pos:R:3:mulliken_charge:R:1
Cs -0.69 0.14 -3.01 1.0607
C -0.10 3.39 0.74 -1.2796
C 1.16 2.82 0.11 0.4486
C 1.91 1.94 1.11 -1.1215
O 0.80 1.96 -1.01 -0.5406
H -0.62 4.18 0.20 0.3741
H 0.16 3.82 1.71 0.3663
H -0.82 2.59 0.92 0.2693
H 1.72 3.67 -0.26 0.2762
H 2.06 2.38 2.09 0.4182
H 2.86 1.69 0.64 0.3159
H 1.36 1.03 1.33 0.1383
H 0.52 2.55 -1.71 0.3419
C -0.35 -1.45 0.13 -1.1681
C -0.44 -2.90 -0.37 0.7193
C -1.81 -3.59 0.01 -1.1187
O -0.38 -2.79 -1.74 -0.2406
H -1.32 -0.96 0.20 0.4091
H 0.16 -0.82 -0.60 0.0352
H 0.13 -1.40 1.10 0.3870
H 0.36 -3.51 0.05 0.3738
H -1.95 -3.77 1.08 0.3857
H -1.99 -4.50 -0.56 0.3773
H -2.61 -2.86 -0.02 0.3610
H -0.13 -3.62 -2.15 0.4110
```

multiplicity: 2
ΔE to the lowest compared entry with this formula, charge and spin: 0.0 kcal/mol
HOMO (alpha / beta): -0.6020 / -0.6014 Ha
F_max: 3.11 eV Å⁻¹
LUMO energy (alpha / beta): -6.757 / -13.519 eV
total charge: +2
<S²>: 0.754



No. 5
Density functional theory data (wB97M-V/def2-TZVPD) for the ion C6H16FN2O3S with charge +1.

XYZ file:
```
29
Properties=species:S:1:pos:R:3:mulliken_charge:R:1
N 1.21 -0.12 1.68 -0.4938
N 1.97 -0.12 0.45 0.0919
C 2.62 1.22 0.19 -0.6829
C 1.65 2.33 -0.21 -0.3748
F 0.51 2.26 0.54 -0.2312
C 1.15 -0.61 -0.74 -0.1103
C 0.21 -1.77 -0.42 -1.1804
C -1.19 -1.39 0.08 -0.4764
C -2.00 -0.65 -0.97 -0.7408
S -3.37 0.33 -0.39 1.1836
O -2.88 1.61 0.03 -0.5689
O -4.43 0.21 -1.32 -0.5891
O -3.74 -0.49 0.94 -0.4856
H 1.32 -1.03 2.11 0.2456
H 1.60 0.59 2.29 0.2653
H 2.76 -0.77 0.54 0.3963
H 3.33 1.05 -0.63 0.3362
H 3.19 1.46 1.08 0.4616
H 1.38 2.29 -1.27 0.3871
H 2.15 3.29 -0.02 0.3419
H 1.91 -0.91 -1.47 0.2892
H 0.62 0.25 -1.12 0.1241
H 0.11 -2.33 -1.35 0.4481
H 0.69 -2.46 0.28 0.4026
H -1.13 -0.81 1.00 0.4591
H -1.71 -2.32 0.33 0.4746
H -2.42 -1.32 -1.72 0.3831
H -1.40 0.10 -1.50 0.2815
H -4.13 0.12 1.58 0.3626
```

HOMO: -0.5046 Ha
structure (SMILES): N[N@H+](CCF)CCCCS(=O)(=O)O
F_max: 0.41 eV Å⁻¹
LUMO energy: -3.498 eV
total charge: +1



No. 6
Density functional theory data (wB97M-V/def2-TZVPD) for the molecule C6H16N.

XYZ file:
```
23
Properties=species:S:1:pos:R:3:mulliken_charge:R:1
C 0.20 -1.05 1.94 -1.5988
C -0.57 -0.01 1.14 -0.8860
C 0.17 0.65 -0.02 0.7836
C -0.69 1.74 -0.72 -1.6448
C 0.77 -0.42 -1.00 -0.8031
C 1.94 0.23 -1.72 -1.3885
N -1.68 -0.92 0.47 -2.3727
H -0.40 -1.55 2.75 0.4701
H 0.50 -1.85 1.27 0.4922
H 1.17 -0.68 2.30 0.3499
H -0.94 0.43 2.06 0.0098
H 1.08 1.07 0.39 0.7097
H -0.80 1.52 -1.79 0.4021
H -1.69 1.86 -0.30 0.5151
H -0.14 2.64 -0.52 0.3709
H 1.32 -1.21 -0.47 0.1592
H -0.08 -0.64 -1.65 0.6011
H 1.66 1.26 -2.01 0.3261
H 2.80 0.29 -1.07 0.3737
H 2.18 -0.23 -2.68 0.3617
H -2.55 -1.20 0.95 1.4721
H -2.02 -0.46 -0.40 0.6365
H -1.19 -1.81 0.16 0.6598
```

multiplicity: 2
ΔE to the lowest compared entry with this formula, charge and spin: 54.3 kcal/mol
HOMO (alpha / beta): -0.1221 / -0.4176 Ha
F_max: 2.88 eV Å⁻¹
LUMO energy (alpha / beta): 0.939 / 0.774 eV
<S²>: 0.750



No. 7
Density functional theory data (wB97M-V/def2-TZVPD) for a cluster of 2 separate species, C6H16N in total.

XYZ file:
```
23
Properties=species:S:1:pos:R:3:mulliken_charge:R:1
C 1.26 -0.82 2.31 -1.4198
N 1.24 -0.07 1.04 -0.1515
C 2.23 -0.54 0.02 -1.2520
H 0.52 -0.37 2.98 0.4264
H 1.06 -1.87 2.09 0.2858
H 2.21 -0.73 2.84 0.7401
H 1.26 1.00 1.13 1.2004
H 0.30 -0.25 0.65 -0.9629
H 3.20 -0.44 0.51 0.6723
H 2.09 0.04 -0.89 0.1948
H 2.06 -1.58 -0.21 0.3207
C -1.33 0.63 -2.71 -1.2254
C -0.79 0.42 -1.29 -0.1351
C -1.78 0.78 -0.21 -0.0386
C -2.04 0.08 0.89 -0.7238
H -1.97 1.51 -2.81 0.3318
H -0.49 0.71 -3.40 0.3640
H -1.97 -0.20 -3.00 0.3408
H 0.12 1.03 -1.21 0.0903
H -0.54 -0.64 -1.19 0.1255
H -2.29 1.73 -0.32 0.2193
H -2.75 0.47 1.61 0.2798
H -1.60 -0.87 1.18 0.3169
```

multiplicity: 2
ΔE to the lowest compared entry with this formula, charge and spin: 61.8 kcal/mol
HOMO (alpha / beta): -0.1089 / -0.3663 Ha
F_max: 2.22 eV Å⁻¹
LUMO energy (alpha / beta): 1.065 / 0.645 eV
<S²>: 0.751



No. 8
Density functional theory data (wB97M-V/def2-TZVPD) for the ion C6H16N with charge +1.

XYZ file:
```
23
Properties=species:S:1:pos:R:3:mulliken_charge:R:1
C 2.30 -0.07 2.31 -1.0694
C 1.03 -0.87 1.98 -0.7479
C 0.65 -0.95 0.48 -0.3830
C 0.58 0.51 -0.03 -0.7371
C -0.21 0.73 -1.39 -0.7257
C -1.45 -0.15 -1.45 -0.5322
N -2.64 0.55 -2.09 -0.3080
H 2.87 -0.35 3.19 0.3291
H 2.94 -0.18 1.44 0.2927
H 2.00 1.00 2.27 0.2744
H 0.21 -0.34 2.47 0.3541
H 1.04 -1.83 2.51 0.4239
H 1.41 -1.64 0.13 0.2787
H -0.32 -1.53 0.44 0.2350
H -0.14 0.97 0.68 0.3071
H 1.52 1.03 -0.05 0.4402
H -0.43 1.79 -1.21 0.4433
H 0.52 0.64 -2.22 0.3906
H -1.76 -0.45 -0.48 0.3683
H -1.25 -0.99 -2.10 0.2455
H -3.04 -0.03 -2.84 0.3948
H -3.43 0.75 -1.47 0.3547
H -2.42 1.42 -2.60 0.3709
```

ΔE to the lowest compared entry with this formula, charge and spin: 28.4 kcal/mol
HOMO: -0.5109 Ha
structure (SMILES): CCCCCC[NH3+]
F_max: 2.99 eV Å⁻¹
LUMO energy: -3.848 eV
total charge: +1



No. 9
Density functional theory data (wB97M-V/def2-TZVPD) for a cluster of 2 separate species, C6H16N in total.

XYZ file:
```
23
Properties=species:S:1:pos:R:3:mulliken_charge:R:1
C -2.53 -0.25 -0.61 -1.3525
C -1.43 0.12 0.42 0.4814
C -0.19 0.43 -0.25 -0.5572
C 1.13 0.43 0.31 0.8685
C 2.21 -0.11 -0.66 -1.4540
C 1.44 1.92 0.65 -1.4533
N -1.39 -0.91 1.46 -0.6375
H -3.44 -0.47 -0.06 0.3689
H -2.22 -1.15 -1.16 0.3172
H -2.70 0.54 -1.33 0.4254
H -1.73 1.08 0.89 0.3637
H -0.15 -2.88 -1.27 -0.2324
H -0.30 1.08 -1.12 0.4065
H 1.17 -0.13 1.25 0.3026
H 1.90 -1.05 -1.11 0.3681
H 2.39 0.60 -1.46 0.3666
H 3.14 -0.29 -0.13 0.4295
H 2.47 1.98 0.99 0.3936
H 0.77 2.31 1.43 0.4013
H 1.31 2.56 -0.22 0.4146
H -1.02 -0.56 2.34 0.2819
H -0.02 -3.58 -1.53 0.2176
H -0.80 -1.68 1.18 0.2795
```

ΔE to the lowest compared entry with this formula, charge and spin: 79.0 kcal/mol
HOMO: -0.5265 Ha
F_max: 2.77 eV Å⁻¹
LUMO energy: -6.653 eV
total charge: +1



No. 10
Density functional theory data (wB97M-V/def2-TZVPD) for a cluster of 2 separate species, C6H16N in total.

XYZ file:
```
23
Properties=species:S:1:pos:R:3:mulliken_charge:R:1
C 1.54 -0.30 0.85 -0.7134
C 1.88 1.16 0.63 -0.4855
N 3.29 1.44 1.10 -0.2878
H 0.52 -0.48 0.53 -0.1708
H 2.23 -0.92 0.26 0.4288
H 1.60 -0.55 1.91 0.4352
H 1.81 1.51 -0.40 0.3511
H 1.22 1.81 1.22 0.3311
H 3.37 1.20 2.10 0.3574
H 3.57 2.42 0.99 0.3673
H 3.94 0.86 0.57 0.3578
C -1.87 -0.21 -1.33 0.3223
C -2.23 -1.08 -0.30 0.0763
C -2.06 -0.86 1.17 -1.1370
C -2.11 -0.52 -2.75 -1.1372
H -1.45 0.76 -1.09 0.3918
H -2.67 -2.04 -0.58 0.3411
H -3.05 -0.92 1.65 0.4029
H -1.42 -1.67 1.54 0.3809
H -1.62 0.11 1.36 0.3165
H -2.66 -1.44 -2.91 0.3669
H -1.15 -0.54 -3.27 0.3383
H -2.70 0.27 -3.24 0.3658
```

multiplicity: 2
ΔE to the lowest compared entry with this formula, charge and spin: 0.0 kcal/mol
HOMO (alpha / beta): -0.6902 / -0.7572 Ha
F_max: 1.63 eV Å⁻¹
LUMO energy (alpha / beta): -7.260 / -11.223 eV
total charge: +2
<S²>: 0.752